Molecular formula: C13H46O10
Method: DFT, ωB97M-V/def2-TZVPD

ΔE to the lowest compared entry with this formula, charge and spin = 129.70 kcal per mole
charge = 0
structure (SMILES) = CCO.CCO.CCO.CO.CO.CO.CO.CO.CO.CO

CARTESIAN COORDINATES (ANGSTROEM)
C  -1.47  -3.73  -2.83
C  0.16  -3.66  -3.00
O  0.83  -3.65  -1.72
H  -2.04  -3.80  -3.76
H  -1.77  -2.81  -2.32
H  -1.64  -4.56  -2.15
H  0.46  -2.97  -3.78
H  0.48  -4.55  -3.55
H  0.64  -4.42  -1.18
C  -3.11  -0.32  -3.23
C  -1.77  0.19  -2.83
O  -1.92  1.56  -2.50
H  -3.76  0.38  -3.75
H  -3.69  -0.64  -2.36
H  -3.01  -1.17  -3.90
H  -1.32  0.14  -3.82
H  -1.23  -0.45  -2.13
H  -2.54  1.68  -1.77
C  -3.40  3.63  1.99
C  -3.23  2.28  2.50
O  -3.10  1.46  1.42
H  -4.27  3.67  1.33
H  -2.53  4.00  1.46
H  -3.39  4.26  2.88
H  -4.05  1.93  3.12
H  -2.31  2.26  3.08
H  -3.09  0.54  1.69
C  3.99  0.73  0.82
O  5.08  -0.17  0.58
H  3.13  0.22  1.26
H  4.30  1.48  1.55
H  3.70  1.28  -0.07
H  5.16  -0.81  1.30
C  -0.71  4.14  -0.93
O  0.18  3.10  -1.04
H  -0.50  4.81  -1.76
H  -1.71  3.74  -1.06
H  -0.69  4.50  0.10
H  -0.20  2.41  -1.58
C  2.06  2.73  2.94
O  0.69  2.52  3.13
H  2.20  2.96  1.88
H  2.21  3.66  3.48
H  2.67  1.86  3.18
H  0.20  3.13  2.57
C  3.07  -2.42  2.97
O  4.51  -2.05  2.88
H  2.85  -3.07  3.81
H  2.55  -1.51  3.27
H  2.75  -2.69  1.96
H  4.65  -1.88  3.81
C  -2.72  -1.93  1.48
O  -2.30  -0.95  2.34
H  -3.30  -2.67  2.04
H  -3.21  -1.43  0.65
H  -1.92  -2.40  0.90
H  -1.48  -1.28  2.71
C  3.03  -1.14  -2.52
O  1.68  -0.97  -2.81
H  3.30  -0.29  -1.89
H  3.07  -2.15  -2.12
H  3.55  -1.11  -3.48
H  1.25  -1.77  -2.51
C  0.42  0.02  0.26
O  0.69  -1.32  0.60
H  1.01  0.43  -0.56
H  -0.61  0.32  0.03
H  0.75  0.51  1.17
H  0.73  -1.83  -0.21

***

Molecular formula: C24H38FN6OS4SbTi
Method: DFT, ωB97M-V/def2-TZVPD

calculated total energy = -112211.0539 eV
charge = -1
2S+1 = 2

CARTESIAN COORDINATES (ANGSTROEM)
Ti  0.64  -0.80  -1.21
C  1.68  3.91  0.09
N  1.86  2.48  0.30
C  2.93  1.92  -0.51
C  0.99  1.75  1.05
N  0.66  0.53  0.75
C  0.08  -0.25  1.79
C  0.77  -0.46  2.95
C  0.21  -1.16  4.03
C  -1.05  -1.65  3.92
C  -1.77  -1.54  2.70
C  -3.03  -2.18  2.59
C  -3.69  -2.22  1.40
C  -3.12  -1.60  0.27
C  -1.94  -0.91  0.35
N  -1.41  -0.41  -0.89
C  -2.21  0.25  -1.69
N  -3.23  1.04  -1.23
C  -4.53  0.98  -1.88
C  -3.21  1.69  0.05
N  -1.98  0.28  -3.04
C  -2.15  1.51  -3.76
C  -2.13  -0.94  -3.84
C  -1.21  -0.86  1.59
N  0.49  2.48  2.13
C  -0.80  2.29  2.75
C  1.45  3.11  3.03
H  1.61  4.10  -0.98
H  2.53  4.47  0.49
H  0.77  4.26  0.58
H  3.87  2.40  -0.20
H  2.75  2.11  -1.56
H  3.00  0.85  -0.38
H  1.77  -0.04  3.02
H  0.78  -1.30  4.94
H  -1.52  -2.20  4.73
H  -3.42  -2.69  3.46
H  -4.62  -2.77  1.30
H  -3.57  -1.75  -0.70
H  -4.47  0.39  -2.79
H  -4.90  1.98  -2.12
H  -5.25  0.50  -1.20
H  -2.17  1.84  0.33
H  -3.71  1.11  0.84
H  -3.69  2.67  -0.04
H  -1.87  2.36  -3.14
H  -3.17  1.67  -4.14
H  -1.48  1.49  -4.62
H  -2.06  -1.83  -3.21
H  -3.11  -0.91  -4.33
H  -1.34  -1.00  -4.58
H  -1.50  1.82  2.07
H  -1.19  3.27  3.04
H  -0.75  1.65  3.65
H  2.42  3.17  2.56
H  1.54  2.52  3.95
H  1.12  4.12  3.30
S  -2.08  -4.18  -2.27
Sb  0.19  -3.90  -2.11
S  0.91  -1.99  -3.31
S  0.66  -2.93  0.03
S  1.56  -5.66  -2.52
F  0.95  0.86  -2.01
C  4.69  -2.82  -0.94
C  4.86  -2.14  0.41
C  3.56  -1.35  0.53
O  3.11  -1.11  -0.81
C  4.01  -1.74  -1.75
H  4.01  -3.68  -0.86
H  5.63  -3.16  -1.38
H  5.72  -1.46  0.39
H  4.99  -2.83  1.24
H  3.67  -0.40  1.06
H  2.78  -1.94  1.03
H  4.72  -0.98  -2.11
H  3.40  -2.10  -2.57

***

Molecular formula: C4H12
Method: DFT, ωB97M-V/def2-TZVPD

ΔE to the lowest compared entry with this formula, charge and spin = 6.67 kcal per mole
charge = 0
structure (SMILES) = CC.CC

CARTESIAN COORDINATES (ANGSTROEM)
C  1.39  1.42  -0.93
C  2.01  0.93  -2.22
H  0.55  2.10  -1.08
H  0.95  0.62  -0.32
H  2.16  1.85  -0.29
H  3.03  0.58  -2.09
H  2.24  1.86  -2.78
H  1.41  0.36  -2.92
C  -1.74  -1.79  1.07
C  -1.70  -0.63  2.06
H  -2.41  -1.54  0.25
H  -0.79  -1.98  0.63
H  -2.03  -2.71  1.57
H  -2.65  -0.58  2.58
H  -1.46  0.35  1.67
H  -0.95  -0.83  2.82

***

Molecular formula: C2HBrClNO2
Method: DFT, ωB97M-V/def2-TZVPD

ΔE to the lowest compared entry with this formula, charge and spin = 26.32 kcal per mole
charge = 0
structure (SMILES) = O=C/[N+]([O-])=C(/Cl)Br

CARTESIAN COORDINATES (ANGSTROEM)
O  0.80  -1.88  -0.12
C  0.04  -1.17  -0.69
N  -0.35  0.20  -0.26
O  -1.24  0.71  -0.99
C  0.13  0.87  0.79
Cl  -0.34  2.48  1.03
Br  1.52  0.17  1.82
H  -0.56  -1.38  -1.58

***

Molecular formula: C3H6N2SSi
Method: DFT, ωB97M-V/def2-TZVPD

ΔE to the lowest compared entry with this formula, charge and spin = 33.03 kcal per mole
charge = 0
structure (SMILES) = CS/C([SiH3])=N\C#N

CARTESIAN COORDINATES (ANGSTROEM)
C  1.11  -1.29  -1.47
S  0.06  0.13  -1.41
C  -0.29  0.57  0.17
Si  -0.77  2.28  0.70
N  -0.53  -0.48  1.48
C  -0.44  -1.77  1.25
N  -0.42  -2.93  1.17
H  1.64  -1.27  -0.56
H  1.57  -1.30  -2.42
H  0.51  -2.21  -1.35
H  -2.00  2.51  1.48
H  0.28  2.82  1.58
H  -0.70  2.94  -0.62

***

Molecular formula: C11H18N2Si
Method: DFT, ωB97M-V/def2-TZVPD

ΔE to the lowest compared entry with this formula, charge and spin = 0.00 kcal per mole
charge = 0

CARTESIAN COORDINATES (ANGSTROEM)
C  4.18  -0.52  0.40
C  3.36  -1.50  -0.15
C  3.69  0.77  0.55
C  2.07  -1.19  -0.53
C  2.40  1.08  0.16
C  1.56  0.10  -0.38
C  -2.59  1.01  0.23
C  -3.03  -0.47  0.44
C  -0.74  1.33  1.75
C  -1.88  -2.54  0.06
C  -0.44  1.37  -2.55
N  -1.17  1.21  0.38
N  -2.44  -1.36  -0.50
Si  -0.21  0.51  -0.87
H  5.18  -0.76  0.72
H  3.73  -2.51  -0.27
H  4.33  1.54  0.97
H  1.44  -1.96  -0.96
H  2.04  2.09  0.27
H  -2.87  1.29  -0.78
H  -3.12  1.64  0.94
H  -2.81  -0.75  1.49
H  -4.12  -0.47  0.33
H  -1.14  2.26  2.18
H  -1.09  0.50  2.37
H  0.35  1.35  1.81
H  -2.68  -3.24  0.35
H  -1.26  -3.04  -0.68
H  -1.27  -2.37  0.97
H  -1.47  1.32  -2.88
H  -0.15  2.41  -2.49
H  0.17  0.89  -3.31

***

Molecular formula: C19H23N3O2
Method: DFT, ωB97M-V/def2-TZVPD

ΔE to the lowest compared entry with this formula, charge and spin = 66.91 kcal per mole
charge = 0
structure (SMILES) = [H]/N=c1\n(CCC)c2ccccc2n1CCOc1ccc(OC)cc1

CARTESIAN COORDINATES (ANGSTROEM)
H  -2.50  1.54  2.71
N  -1.50  1.41  2.71
C  -1.07  0.31  2.16
N  -1.88  -0.61  1.49
C  -3.33  -0.47  1.32
C  -4.21  -1.24  2.36
C  -5.70  -1.02  2.09
C  -1.04  -1.56  0.85
C  -1.37  -2.73  0.15
C  -0.30  -3.48  -0.40
C  1.06  -3.13  -0.09
C  1.32  -2.01  0.73
C  0.25  -1.25  1.19
N  0.25  -0.13  2.05
C  1.43  0.52  2.71
C  1.93  1.68  1.85
O  2.79  1.14  0.77
C  2.54  1.37  -0.57
C  1.26  1.67  -1.13
C  1.13  1.89  -2.53
C  2.20  1.73  -3.39
O  1.98  1.91  -4.73
C  3.07  1.84  -5.65
C  3.45  1.38  -2.85
C  3.65  1.23  -1.45
H  -3.58  -0.80  0.31
H  -3.56  0.59  1.37
H  -4.01  -2.29  2.27
H  -3.98  -1.00  3.40
H  -6.30  -1.67  2.71
H  -5.90  0.03  2.30
H  -5.94  -1.19  1.04
H  -2.37  -3.06  -0.07
H  -0.48  -4.41  -0.91
H  1.86  -3.69  -0.50
H  2.36  -1.71  0.98
H  2.23  -0.18  2.90
H  1.10  0.90  3.69
H  1.10  2.28  1.45
H  2.49  2.41  2.48
H  0.37  1.84  -0.52
H  0.17  2.22  -2.95
H  2.76  1.76  -6.70
H  3.63  2.75  -5.56
H  3.73  0.97  -5.48
H  4.30  1.27  -3.49
H  4.62  0.95  -1.06

***

| no. | maximum force (eV/Å) |
| --- | --- |
| 1 | 3.410 |
| 2 | 1.252 |
| 3 | 2.259 |
| 4 | 1.918 |
| 5 | 7.914 |
| 6 | 2.135 |
| 7 | 2.470 |